No. 1
The following is a quantum chemistry calculation of a 2-piece molecular cluster, C2H5N3 overall, from OMol25.

Geometry as XYZ:
```
10
Properties=species:S:1:pos:R:3:forces:R:3
C -2.018343 -0.086197 0.084926 2.745 -0.005 -0.572
C 0.311809 0.003498 -0.414399 1.819 -0.709 2.438
N -3.151192 0.098117 0.129324 -1.197 0.134 0.133
N 0.792811 1.205768 0.146352 -1.348 -0.759 -2.808
N 0.925329 -1.144010 0.146838 -1.681 1.639 -2.841
H 0.134786 -0.171291 -1.499325 -0.034 0.938 1.115
H 0.559727 2.076871 -0.355605 -0.120 -0.928 0.570
H 0.672686 1.265879 1.128081 -0.053 0.102 0.842
H 1.067334 -1.347718 1.113093 -0.231 0.252 0.394
H 0.705055 -1.900913 -0.479286 0.100 -0.664 0.728
```
Positions in Å, forces in eV/Å.

**Max |F|**: 3.7 eV/A
**DFT total energy**: -6622.767 eV
**Relative energy (zero: lowest compared OMol25 entry of this formula, charge and spin)**: 50.0 kcal/mol
**Net charge**: 0
**Molar mass**: 71.1 g mol⁻¹
**Frontier orbital gap**: 9.53 eV
**LUMO energy**: 0.1 eV

No. 2
The following is a quantum chemistry calculation of an isolated molecule of C4H4N2O2, from OMol25.

Geometry as XYZ:
```
12
Properties=species:S:1:pos:R:3:forces:R:3
O 2.038781 0.602449 -0.967560 -4.020 0.153 0.943
C 0.824426 0.710009 -0.638687 4.587 1.382 -1.306
C 0.224497 -0.249897 0.309591 -0.402 -0.693 0.482
O 1.193908 -1.074825 0.802822 1.250 0.026 -0.101
C -0.750376 -0.898998 -0.556418 -1.918 -1.751 -2.131
N -1.947759 -0.511442 -0.432575 -0.469 1.489 1.073
N -1.926716 0.572517 0.660372 -1.445 -1.654 -1.392
C -0.780711 0.536370 1.137968 2.598 1.212 0.737
H 0.202436 1.545603 -0.962706 -0.072 0.017 -0.411
H 1.950164 -0.872971 0.175085 -0.351 -0.407 1.041
H -0.611100 -1.655939 -1.356469 0.552 0.504 0.784
H -0.417551 1.297123 1.828577 -0.312 -0.277 0.281
```
Positions in Å, forces in eV/Å.

**Max |F|**: 5.0 eV/A
**DFT total energy**: -11284.916 eV
**Relative energy (zero: lowest compared OMol25 entry of this formula, charge and spin)**: 83.6 kcal/mol
**Net charge**: 0
**Molar mass**: 112.1 g mol⁻¹
**Frontier orbital gap**: 10.49 eV
**LUMO energy**: -0.4 eV

No. 3
The following is a quantum chemistry calculation of an isolated molecule of C6H13NO2, from OMol25.

Geometry as XYZ:
```
22
Properties=species:S:1:pos:R:3:forces:R:3
C -1.171835 1.750686 -2.255841 0.011 0.099 -0.146
C -1.555408 1.197188 -1.118090 0.119 -1.344 0.447
C -1.047780 -0.181877 -0.614243 -0.384 1.791 -0.753
C 0.175161 0.027985 0.267827 -0.097 -2.157 0.768
C -0.117288 0.878126 1.502876 0.251 -0.216 -0.228
O 1.250028 0.549668 -0.469443 0.371 0.073 -0.096
C 0.628417 -1.446942 0.746064 -0.026 1.339 0.186
N 1.875358 -1.302327 1.440860 0.212 -0.141 0.003
O 0.686299 -2.305868 -0.379728 -0.086 0.020 -0.271
H -0.473372 1.260469 -2.917841 0.064 -0.186 -0.100
H -1.555311 2.700875 -2.593915 -0.027 0.178 0.079
H -2.260415 1.705305 -0.471748 -0.045 0.129 -0.005
H -1.835959 -0.670762 -0.044605 -0.025 -0.116 -0.013
H -0.761364 -0.793360 -1.468453 -0.062 -0.053 0.088
H 0.726428 0.806072 2.184201 -0.001 0.084 0.063
H -1.012363 0.526909 2.007916 -0.148 -0.023 0.107
H -0.255881 1.917732 1.215123 -0.063 0.099 -0.021
H 0.952180 1.357362 -0.905986 -0.039 -0.003 0.011
H -0.118885 -1.831781 1.460598 0.051 0.183 -0.200
H 2.283800 -2.202408 1.672313 -0.049 0.129 0.057
H 2.524669 -0.791328 0.852013 0.045 -0.058 0.001
H 1.063522 -3.151723 -0.109898 -0.073 0.173 0.021
```
Positions in Å, forces in eV/Å.

**Max |F|**: 2.3 eV/A
**DFT total energy**: -12017.304 eV
**Relative energy (zero: lowest compared OMol25 entry of this formula, charge and spin)**: 32.8 kcal/mol
**Net charge**: 0
**Molar mass**: 131.2 g mol⁻¹
**Frontier orbital gap**: 10.48 eV
**LUMO energy**: 0.8 eV

No. 4
The following is a quantum chemistry calculation of a 10-piece molecular cluster, C10H40N20O10 overall, from OMol25.

Geometry as XYZ:
```
80
Properties=species:S:1:pos:R:3:forces:R:3
N 15.218591 13.637949 15.908057 0.462 -1.323 0.667
C 14.922704 14.779665 15.228537 -2.028 -1.474 0.111
N 13.617100 15.138549 15.198369 -1.896 1.522 -0.453
O 15.756562 15.344861 14.594638 2.260 1.803 -1.530
H 14.544609 13.038971 16.389651 0.197 0.695 -0.490
H 16.081769 13.189550 15.593521 -0.552 0.402 0.350
H 12.847139 14.617679 15.579024 0.182 -0.743 0.602
H 13.252880 15.966230 14.696193 1.347 -0.734 0.525
N 8.782647 11.336817 8.571504 -0.021 -0.485 0.425
C 7.637576 11.350984 9.337470 1.499 1.638 -1.153
N 6.635044 12.114836 8.787209 0.266 -0.578 -0.161
O 7.590628 10.927834 10.471302 -0.104 -0.542 1.021
H 8.921661 11.451140 7.549329 -0.383 0.221 0.646
H 9.598544 11.085249 9.108111 0.174 -0.450 -0.160
H 5.822899 12.090812 9.361999 -0.822 -0.149 -0.002
H 6.534809 11.852642 7.825694 -0.605 0.488 -0.536
N 11.270638 14.334818 8.876574 -1.042 -2.369 -0.901
C 12.201570 14.759041 9.728267 0.695 2.727 1.569
N 11.635843 15.425002 10.857833 1.658 -0.866 -0.678
O 13.426672 14.749079 9.506151 -1.750 -0.399 0.414
H 10.466093 13.876975 9.334862 0.368 0.558 -0.592
H 11.678894 13.729116 8.159350 -0.379 0.364 0.172
H 12.350723 15.989740 11.292322 -0.280 0.074 0.222
H 10.704394 15.823224 10.856647 0.291 -0.255 -0.371
N 11.495501 10.851330 15.634754 0.893 1.640 1.830
C 11.705441 12.206685 15.317508 -0.247 -0.062 -1.085
N 11.874509 12.476449 13.976591 -0.175 -0.347 2.243
O 11.762078 13.108196 16.147257 0.295 -0.663 0.496
H 11.117932 10.133635 15.049146 0.138 0.089 -0.347
H 11.699977 10.653961 16.631167 -0.655 0.036 -1.274
H 11.661576 11.687198 13.423892 0.035 -0.499 -1.597
H 11.988357 13.431817 13.684981 -0.260 -0.194 -0.166
N 17.294251 13.536363 12.312252 -1.654 -0.420 -1.242
C 16.120531 13.567867 11.482929 1.564 -0.874 -0.734
N 15.147292 14.460769 11.655223 -0.119 1.129 0.879
O 16.020096 12.739774 10.569328 -0.026 -0.369 0.382
H 17.703339 14.428804 12.487860 0.054 0.627 0.429
H 17.941302 12.934078 11.816208 0.030 0.037 0.211
H 15.349138 15.231530 12.313245 -0.608 -0.642 -0.473
H 14.456680 14.513538 10.861993 0.952 0.437 0.969
N 9.213716 8.774257 11.583147 0.116 0.823 0.553
C 9.629789 8.239699 10.423322 4.510 -3.015 0.900
N 8.727842 8.145579 9.496317 -3.066 0.755 -1.562
O 10.775813 7.653526 10.274367 -2.206 1.873 0.250
H 10.003665 8.947006 12.171257 0.457 0.062 0.405
H 8.668046 9.622913 11.454308 -0.292 -0.081 0.050
H 8.953450 7.955224 8.548292 0.248 -0.335 -0.281
H 7.834642 8.593721 9.698510 0.389 -0.198 -0.399
N 15.923656 11.218362 8.027790 -0.953 -0.502 0.444
C 14.992298 10.176957 8.191116 -0.585 2.472 -1.665
N 15.289707 9.373344 9.189527 -0.419 -1.944 1.233
O 13.927932 10.152546 7.509583 1.108 -0.376 0.923
H 15.557289 11.894916 7.346765 0.473 -0.289 0.701
H 16.116922 11.586164 8.986001 0.151 0.214 -1.252
H 16.228857 9.061125 9.393734 -0.028 0.597 -0.021
H 14.560615 8.760908 9.570825 0.206 0.002 -0.463
N 11.123316 9.824853 6.812134 -0.877 -0.201 -0.113
C 10.940265 10.967319 6.141175 -0.419 1.783 -1.060
N 12.148890 11.502981 5.599329 -2.370 1.032 1.039
O 9.853755 11.591511 5.998415 1.741 -1.411 0.321
H 10.374198 9.187771 7.015748 -0.054 0.208 0.025
H 12.064326 9.559047 6.969875 0.913 -0.662 0.253
H 12.040141 12.505879 5.830804 0.656 -0.630 -0.823
H 12.965817 11.099612 6.021256 0.582 -0.092 0.259
N 13.094492 11.917934 11.336953 1.918 2.832 -1.192
C 12.236310 10.947966 11.153911 -1.168 -4.392 0.320
N 11.824696 10.552287 9.839615 0.243 0.362 0.597
O 11.835461 10.228427 12.127473 0.421 1.355 -1.295
H 13.598481 12.197139 12.190713 -1.079 -0.848 -0.257
H 13.515982 12.421875 10.543531 -0.338 -0.668 0.301
H 12.196381 11.015353 9.020529 0.441 0.296 0.326
H 11.781690 9.533268 9.611883 -0.183 0.897 1.212
N 13.730559 7.326013 10.643442 0.048 1.290 1.042
C 14.574835 7.501391 11.742914 -0.034 -1.038 -0.201
N 14.010455 8.191663 12.762608 0.953 -0.263 0.585
O 15.676442 6.966578 11.759480 -0.224 0.645 0.224
H 12.753682 7.286258 10.884764 -0.584 0.101 -0.252
H 14.061865 6.532393 10.179163 0.264 -1.320 -1.101
H 13.310984 8.872691 12.609820 -1.035 0.613 -0.414
H 14.605493 8.373608 13.544808 0.324 0.003 0.172
```
Positions in Å, forces in eV/Å.

**Max |F|**: 5.5 eV/A
**DFT total energy**: -61307.024 eV
**Relative energy (zero: lowest compared OMol25 entry of this formula, charge and spin)**: 17.2 kcal/mol
**Net charge**: 0
**Molar mass**: 600.6 g mol⁻¹
**Frontier orbital gap**: 9.87 eV
**LUMO energy**: 0.0 eV

No. 5
The following is a quantum chemistry calculation of C15H24ClNO2 as an isolated structure, from OMol25.

Geometry as XYZ:
```
43
Properties=species:S:1:pos:R:3:forces:R:3
C 1.302285 2.056417 -1.492467 -4.041 -1.094 1.897
C 1.826683 0.759264 -0.943545 -3.186 1.797 -0.864
C 1.114553 -0.307986 -1.188768 -6.128 -5.407 -1.695
C 1.387378 -1.627299 -0.589281 -0.531 4.145 -2.305
C 2.488154 -1.788093 0.102067 4.521 2.432 4.100
C 3.148372 -0.554577 0.541327 -0.734 -1.845 -1.826
C 2.697593 0.590652 0.054414 2.691 4.256 -0.792
Cl 3.666764 2.193078 0.056334 0.252 -1.190 1.213
C 4.359444 -0.471071 1.274931 1.687 3.662 3.698
H 5.329131 -0.213620 0.805861 -0.912 0.224 -0.366
H 4.224431 0.382025 2.230619 0.510 -2.641 -2.670
H 4.484398 -1.402581 1.646222 0.924 -2.900 2.004
H 2.772347 -2.730072 0.591023 -0.172 0.388 -0.498
O 0.739401 -2.711995 -0.679584 -4.570 -3.912 -2.081
C -0.580913 -2.918852 -1.414880 0.468 4.858 6.992
C -1.759314 -2.800346 -0.121349 1.520 6.024 -9.971
C -1.701519 -1.557082 0.470784 -3.410 5.891 0.275
C -2.967857 -1.314893 1.442066 3.022 7.615 -5.909
C -2.788957 0.155850 2.104091 -5.433 -7.271 5.096
N -2.861351 1.341640 1.553779 1.350 4.826 -6.376
H -2.036440 1.340537 0.783449 -2.235 0.679 2.096
C -4.108829 1.786333 0.823213 15.577 -1.401 -7.822
C -4.031602 1.333595 -0.741524 0.997 -3.671 0.981
O -5.200332 1.775558 -1.321626 -0.422 4.827 -2.567
H -5.148297 2.856192 -1.653613 0.055 -4.728 1.576
H -3.005448 1.545583 -1.304565 -2.100 0.047 1.245
H -4.106919 -0.050806 -0.865369 0.235 4.236 0.560
H -4.851235 1.503138 1.150625 -13.207 -5.615 6.215
H -4.095793 2.754796 0.772144 0.142 5.736 -0.070
H -3.744906 0.054518 2.879949 2.035 0.573 -1.314
H -2.000977 0.141899 2.766547 2.201 -0.441 1.387
H -2.956886 -2.115073 1.945758 -0.384 -5.475 5.185
H -3.829729 -1.283049 0.812956 -0.791 -0.157 -0.385
H -1.822295 -0.752626 -0.375664 0.359 -1.136 1.433
H -0.849023 -1.297597 0.986793 2.119 0.347 1.271
H -2.595820 -2.765299 -0.712473 -2.605 -1.218 -1.067
H -1.516029 -3.526642 0.346249 2.135 -9.354 6.240
H -0.603712 -3.889101 -1.450238 0.085 -5.219 -2.138
H -0.729163 -2.139383 -2.083153 -0.329 0.515 -1.873
H -0.016408 -0.218331 -1.720274 3.509 -0.186 1.125
H 1.102598 2.720838 -0.652218 0.554 0.357 -0.150
H 0.235967 1.984650 -1.964459 2.057 -0.445 0.487
H 1.960365 2.413742 -2.159720 2.185 1.869 -2.333
```
Positions in Å, forces in eV/Å.

**Max |F|**: 17.5 eV/A
**DFT total energy**: -34039.422 eV
**Relative energy (zero: lowest compared OMol25 entry of this formula, charge and spin)**: 293.2 kcal/mol
**Net charge**: 0
**Molar mass**: 285.8 g mol⁻¹
**Frontier orbital gap**: 8.46 eV
**LUMO energy**: 0.4 eV

No. 6
The following is a quantum chemistry calculation of a 13-piece molecular cluster, C4H24BO20 overall, from OMol25.

Geometry as XYZ:
```
49
Properties=species:S:1:pos:R:3:forces:R:3
O -0.400572 2.073122 3.678079 -0.038 -0.717 -3.905
C -0.428044 1.775581 2.473024 0.589 0.494 2.103
O 0.454234 2.166643 1.498830 -1.933 -0.431 1.804
B 0.113793 1.423775 0.291466 0.185 0.160 -1.004
O -1.042665 0.568686 0.525813 -0.421 0.426 1.545
C -1.451346 0.759641 1.791695 -1.221 -0.838 0.540
O -2.418132 0.223910 2.320596 2.098 1.230 -0.995
O 1.288457 0.654398 -0.083641 0.378 -0.546 -0.780
C 1.713711 0.998693 -1.281749 2.298 0.628 -0.704
O 2.781646 0.655248 -1.786939 -2.275 0.350 0.672
C 0.759567 2.160393 -1.819097 0.849 -0.184 -1.185
O -0.170424 2.298461 -0.893134 0.206 0.461 -0.256
O 0.927765 2.775379 -2.866485 -0.648 -1.071 2.138
O -1.517652 -0.314307 9.841592 -0.091 0.069 0.261
H -1.844790 -0.137825 8.959520 -0.091 0.081 -0.244
H -0.789935 -0.922164 9.710504 0.187 -0.144 -0.029
O 3.525649 -0.522420 4.006555 -0.054 -0.230 0.178
H 3.494391 0.425353 3.876237 -0.147 0.278 -0.066
H 4.300422 -0.805959 3.521207 0.174 -0.068 -0.136
O -2.009241 4.167995 -7.262362 -0.252 -0.001 -0.141
H -1.234593 3.683441 -7.547586 0.181 -0.163 -0.033
H -1.660412 4.902167 -6.756833 0.071 0.160 0.185
O 4.726268 5.086985 -7.359884 -0.102 0.095 -0.233
H 4.524337 4.338572 -6.798339 -0.087 -0.210 0.145
H 5.466926 5.515763 -6.931153 0.192 0.103 0.092
O 4.226701 -3.487522 -5.783581 -0.059 -0.227 0.085
H 4.931082 -3.443382 -6.430208 0.173 -0.027 -0.160
H 4.050497 -2.574148 -5.557912 -0.121 0.253 0.116
O -6.616277 -3.994481 1.075966 -0.135 -0.202 -0.108
H -5.683730 -3.778878 1.085914 0.261 0.091 -0.072
H -6.973478 -3.550433 1.845024 -0.109 0.116 0.174
O 6.985729 2.869986 -4.118926 0.258 0.063 -0.193
H 6.316759 2.191069 -4.207098 -0.193 -0.219 0.041
H 6.540948 3.588134 -3.668760 -0.116 0.155 0.180
O -8.665309 0.445886 4.805405 -0.219 0.118 -0.059
H -8.381858 -0.416625 4.502169 0.070 -0.197 -0.119
H -8.133543 0.613422 5.583474 0.147 0.086 0.184
O 4.274279 -4.683626 -1.156709 0.062 -0.224 0.224
H 4.235603 -4.754093 -2.110532 -0.055 -0.028 -0.272
H 4.433478 -3.754423 -0.990982 -0.020 0.274 0.045
O 1.848707 -4.411798 2.393870 -0.176 -0.145 0.130
H 2.203566 -3.522830 2.387274 0.000 0.320 0.018
H 2.565739 -4.958813 2.073147 0.151 -0.159 -0.159
O -4.414422 -4.153460 5.162049 -0.188 -0.069 0.207
H -4.165633 -3.276858 4.868960 0.134 0.270 -0.052
H -4.252786 -4.714892 4.403827 0.069 -0.174 -0.173
O -5.159536 1.781270 -2.506145 -0.283 -0.078 -0.086
H -4.928541 2.709763 -2.478360 0.069 0.218 0.008
H -4.347333 1.325202 -2.285779 0.235 -0.145 0.093
```
Positions in Å, forces in eV/Å.

**Max |F|**: 4.0 eV/A
**DFT total energy**: -46171.365 eV
**Relative energy (zero: lowest compared OMol25 entry of this formula, charge and spin)**: 63.7 kcal/mol
**Net charge**: -1
**Molar mass**: 403.0 g mol⁻¹
**Frontier orbital gap**: 9.35 eV
**LUMO energy**: 1.8 eV